Entry 1:
DFT (ωB97M-V with the def2-TZVPD basis set) results for C35H72CaNO10 as an isolated structure.

```
119
Properties=species:S:1:pos:R:3:mulliken_charge:R:1
Ca 3.4101 -0.1177 0.4186 1.653
O -0.6338 -1.3298 0.1618 0.344
C 0.6483 -0.9831 0.3386 0.547
O 1.5407 -1.7746 0.6636 -0.983
O 1.0359 0.1675 0.1556 -0.413
H -0.9696 -0.5140 -0.2168 -0.210
C -4.0011 0.3746 -2.6341 -0.668
C -2.9022 0.0842 -3.6510 -0.574
C -1.8119 -0.4902 -2.7117 0.232
O -1.9105 0.2190 -1.4586 -0.188
C -3.1974 0.8409 -1.3933 -0.310
H -4.5781 -0.5317 -2.4503 0.115
H -4.6890 1.1449 -2.9827 0.546
H -2.5026 1.0298 -4.0174 0.161
H -3.3178 -0.5286 -4.4509 0.428
H -0.8363 -0.3927 -3.1879 0.275
H -2.0156 -1.5386 -2.4937 -0.480
H -3.1198 1.9281 -1.3858 0.478
H -3.6978 0.5495 -0.4698 -0.063
C -2.3724 -1.8922 3.6055 0.980
C -1.5210 -1.6895 4.8053 -0.774
C -0.6882 -2.9333 4.8901 -0.539
O -1.6369 -3.9637 4.5469 -0.486
C -2.6363 -3.4297 3.6616 -0.135
H -1.9007 -1.5873 2.6714 -0.765
H -3.2386 -1.2457 3.7463 0.323
H -2.2331 -1.6148 5.6271 0.329
H -0.9661 -0.7515 4.7873 0.340
H -0.3933 -3.0500 5.9329 0.376
H 0.1580 -2.8976 4.2039 0.213
H -3.6039 -3.7079 4.0793 0.159
H -2.5340 -3.8546 2.6631 0.059
C 7.0831 -3.0631 1.0003 -0.622
C 5.9149 -3.7463 1.7010 -0.567
C 4.6556 -3.3352 0.9161 -0.495
O 4.9191 -2.0089 0.5825 -0.319
C 6.3515 -1.8543 0.3871 -0.608
H 7.4778 -3.6682 0.1841 0.274
H 7.9110 -2.9008 1.6904 0.310
H 5.8702 -3.3915 2.7307 0.296
H 6.0786 -4.8234 1.7327 0.342
H 3.7709 -3.5239 1.5242 0.308
H 4.4802 -3.8501 -0.0285 0.303
H 6.6962 -0.9255 0.8415 0.436
H 6.5985 -1.9189 -0.6726 0.329
C -1.7934 -5.3466 -2.8324 -0.324
C -0.8066 -5.4066 -1.7130 -0.635
C -0.0229 -4.1316 -1.7584 0.711
O 0.0567 -3.9158 -3.1422 -0.533
C -1.2451 -4.2381 -3.7343 -0.209
H -2.7735 -5.1018 -2.4229 0.008
H -1.9780 -6.2301 -3.4435 0.351
H -0.0964 -6.2133 -1.8947 0.284
H -1.2701 -5.5574 -0.7380 0.327
H 0.9491 -4.2214 -1.2733 0.290
H -0.4944 -3.2747 -1.2773 -0.575
H -1.1091 -4.5656 -4.7650 0.392
H -1.9069 -3.3729 -3.7733 0.008
C -3.3507 1.9479 3.2600 -0.822
C -2.7857 1.2910 2.0437 1.287
C -1.2959 1.6068 2.0553 0.578
O -1.1822 2.8492 2.7628 -0.466
C -2.3736 3.0828 3.6178 -0.585
H -3.3999 1.2865 4.1250 0.240
H -4.3117 2.4437 3.1227 0.352
H -3.2645 1.8468 1.2375 0.367
H -3.0356 0.2449 1.8670 -1.176
H -0.8652 1.5169 1.0580 -0.323
H -0.7422 0.8646 2.6302 -0.118
H -2.8116 4.0550 3.3918 0.320
H -2.1412 2.9539 4.6749 0.286
C -5.6425 -3.2342 1.1617 -0.750
C -4.8064 -2.0920 0.6645 0.385
C -3.6935 -2.7545 -0.0824 1.666
O -4.3731 -3.9032 -0.7074 -0.447
C -5.2396 -4.4228 0.3016 -0.522
H -6.7145 -3.0370 1.1709 0.347
H -5.4376 -3.4697 2.2060 0.174
H -4.3335 -1.5833 1.5046 -0.531
H -5.3792 -1.4245 0.0207 0.451
H -2.8448 -3.1111 0.5012 -0.263
H -3.2535 -2.0765 -0.8137 -1.262
H -4.7481 -5.2030 0.8827 0.294
H -6.1294 -4.8529 -0.1582 0.341
C 1.7606 2.7846 -4.8995 -0.662
C 0.9816 1.9029 -3.9174 -0.070
C 1.5858 2.2033 -2.5582 0.767
O 2.7148 3.0657 -2.8700 -0.490
C 3.1087 2.9301 -4.2238 -0.514
H 1.2918 3.7647 -4.9873 0.280
H 1.7893 2.3249 -5.8874 0.391
H 1.1338 0.8698 -4.2298 0.326
H -0.1064 1.9681 -3.9164 -0.065
H 1.9441 1.3161 -2.0361 -0.522
H 0.8499 2.6667 -1.9011 0.002
H 3.7320 2.0367 -4.2625 0.276
H 3.7213 3.7749 -4.5386 0.340
C 1.8604 3.1605 1.0528 -0.397
C 2.7363 4.4389 1.2174 -0.893
N 2.9594 5.2609 -0.0021 0.255
C 1.6716 5.6181 -0.6103 -0.368
C 1.8662 6.2279 -2.0486 -1.431
C 3.6195 6.5284 0.4800 -0.387
C 5.0661 6.3531 1.0655 -1.319
H 1.8383 2.6234 2.0010 0.564
H 2.2031 2.4988 0.2574 -0.266
H 0.8547 3.4587 0.7566 0.133
H 2.2611 5.0049 2.0187 0.438
H 3.6885 4.0928 1.6196 0.309
H 0.9586 4.7963 -0.6762 0.141
H 1.1905 6.3427 0.0465 0.510
H 2.4902 5.5809 -2.6651 0.187
H 0.8602 6.2957 -2.4626 0.430
H 2.2886 7.2326 -2.0436 0.444
H 2.9983 7.0218 1.2276 0.392
H 3.6878 7.1665 -0.4011 0.305
H 5.0199 5.8154 2.0126 0.303
H 5.5671 7.3150 1.1739 0.421
H 5.7600 5.7989 0.4335 0.298
```

Its total charge is +1. For the LUMO energy, the calculation gives -0.1591 Ha.

Entry 2:
DFT (ωB97M-V with the def2-TZVPD basis set) results for C35H72Cl3F3KN3NaO14S2 as an isolated structure.

```
134
Properties=species:S:1:pos:R:3:mulliken_charge:R:1
C 6.2318 -2.1649 3.1697 -0.645
O 7.2859 -3.1572 2.9179 -0.746
C 7.0593 -3.9251 1.6850 -0.438
C 8.5410 -4.0547 0.9436 -0.844
C 8.7750 -2.9821 -0.2723 -0.453
C 8.2563 -1.4575 0.0266 0.031
C 8.0157 -0.7561 -1.4728 -0.863
C 6.4610 -1.0168 -1.9991 -0.126
C 6.2828 -2.4222 -2.8445 -0.721
C 5.6553 -3.6165 -1.9127 0.344
C 4.4731 -4.5102 -2.6855 -0.848
C 3.4989 -5.0666 -1.4451 -0.328
C 2.2490 -4.0098 -1.3505 -0.301
C 1.6908 -3.7805 0.2094 -0.144
C 0.6750 -2.4569 0.0919 0.506
C -0.7888 -2.4886 -0.2257 -0.029
C -1.1591 -0.8899 -0.2406 0.251
O -2.3205 -0.2314 -0.1684 -0.642
O 0.0718 -0.0858 -0.4198 -0.115
C 1.1380 -0.8817 0.2609 0.243
O 2.2641 -0.4363 0.8559 -0.581
H 5.7192 -2.3493 4.2106 0.365
H 6.7686 -1.1011 3.2398 0.313
H 5.4060 -2.0891 2.3449 0.278
H 6.3533 -3.4182 0.9018 0.333
H 6.6102 -4.9895 1.9821 0.588
H 8.5353 -5.1349 0.4382 0.293
H 9.3939 -4.0669 1.7455 0.371
H 9.9570 -2.9064 -0.4235 0.385
H 8.3755 -3.4395 -1.2981 0.078
H 9.1053 -0.8901 0.6343 0.331
H 7.2249 -1.3753 0.5727 -0.168
H 8.0749 0.4153 -1.2604 0.293
H 8.8340 -1.0611 -2.2518 0.322
H 5.6925 -1.0026 -1.0859 0.061
H 6.1305 -0.1086 -2.6996 0.265
H 7.3385 -2.7126 -3.2589 0.317
H 5.5487 -2.2205 -3.7397 0.315
H 6.4394 -4.4122 -1.5355 0.180
H 5.1939 -3.1223 -0.9396 -0.346
H 4.9912 -5.3944 -3.2608 0.337
H 3.8952 -3.7689 -3.4014 0.354
H 4.1535 -5.0547 -0.4675 0.059
H 3.0849 -6.1263 -1.7352 0.408
H 1.3210 -4.3244 -1.9917 0.256
H 2.6656 -2.9379 -1.6711 0.090
H 1.1070 -4.7527 0.5509 0.329
H 2.5836 -3.5883 0.9705 -0.005
H -1.4642 -3.4255 -0.4396 -0.176
C 2.2170 3.2642 -2.4975 0.594
O 2.7780 4.0252 -3.2700 -0.665
N 0.8991 3.3331 -2.2372 -0.198
N 2.8668 2.2886 -1.8376 -0.266
H 0.4193 2.7154 -1.6044 0.150
H 0.3726 4.0538 -2.7134 0.098
H 3.8607 2.2021 -2.0050 0.129
H 2.4222 1.6521 -1.1976 0.187
O -1.7858 -1.9832 2.8917 -0.421
S -1.7891 -1.1463 4.0743 0.986
O -1.1194 -1.5378 5.2936 -0.550
O -3.3309 -0.7375 4.4256 -0.073
C -4.2734 -1.7782 4.6433 -0.274
C -4.0509 -2.4648 5.9789 -1.117
C -1.2130 0.4706 3.6251 -0.864
H -4.2499 -2.4983 3.8182 0.277
H -5.2670 -1.3175 4.6413 0.290
H -3.0914 -2.9889 5.9993 0.292
H -4.8361 -3.1992 6.1749 0.424
H -4.0354 -1.7309 6.7910 0.256
H -1.7316 0.8015 2.7234 0.191
H -0.1391 0.3988 3.4348 0.215
H -1.3952 1.1549 4.4559 0.389
Cl -0.0670 -2.7961 3.9766 -0.672
O 4.2027 -0.4840 4.1562 -0.597
H 3.9025 -0.0006 3.3720 0.276
H 3.3938 -0.6173 4.6728 0.320
K 5.9330 -4.5436 3.5736 0.997
C -3.0348 3.0678 -0.9872 -0.272
O -3.9322 4.0592 -1.4695 -0.409
C -4.8201 4.5559 -0.4616 -0.789
C -4.4819 6.0148 -0.1135 -0.094
N -3.2118 6.1097 0.6098 -0.289
C -2.7066 7.4821 0.7364 -0.679
C -2.3341 8.2212 -0.5653 -0.540
O -1.2003 7.6719 -1.2401 -0.440
C -1.5005 6.5861 -2.1071 -0.266
H -2.5106 2.6364 -1.8442 -0.320
H -2.2902 3.5112 -0.3213 0.200
H -3.5720 2.2677 -0.4704 0.586
H -4.8294 3.9198 0.4322 0.384
H -5.8265 4.5289 -0.8931 0.359
H -5.2818 6.4309 0.5080 0.372
H -4.4449 6.5764 -1.0503 0.154
H -2.5091 5.5614 0.1216 -0.020
H -1.8055 7.4264 1.3595 0.395
H -3.4380 8.0799 1.2944 0.372
H -2.0440 9.2415 -0.2836 0.362
H -3.1824 8.3323 -1.2483 0.352
H -2.4919 6.6733 -2.5605 0.274
H -1.4032 5.6419 -1.5703 -0.055
H -0.7562 6.5794 -2.9092 0.336
Cl -4.4827 -5.7409 0.5678 -0.150
C -4.3520 -6.1542 -1.1603 -0.512
C -3.0114 -6.7854 -1.4991 -0.533
Cl -1.6690 -5.6209 -1.3739 -0.090
H -4.5279 -5.2434 -1.7413 0.293
H -5.1604 -6.8585 -1.3786 0.362
H -3.0210 -7.1467 -2.5321 0.310
H -2.7873 -7.6333 -0.8445 0.326
Na -1.8265 0.4140 -2.4810 0.856
C -6.2285 2.0691 4.5666 -0.900
C -7.4145 2.9200 4.9822 -0.386
O -7.3373 4.2216 4.3814 -0.296
C -7.7775 4.3162 3.0862 0.293
O -8.2145 3.3663 2.4418 -0.530
C -7.6884 5.7587 2.5915 0.983
F -6.5047 6.3547 2.9149 -0.241
F -8.6672 6.5454 3.1244 -0.261
F -7.8082 5.8671 1.2381 -0.250
H -5.2890 2.5813 4.7958 0.305
H -6.2433 1.1060 5.0844 0.288
H -6.2350 1.8827 3.4883 0.337
H -7.3956 3.0691 6.0671 0.357
H -8.3669 2.4341 4.7408 0.316
C -2.7841 -1.7269 -7.8815 -0.905
S -1.8314 -0.1897 -7.8362 0.475
O -1.4029 0.0331 -6.4164 -0.570
C -3.2319 0.9088 -8.1598 -0.911
H -2.1098 -2.5590 -7.6644 0.305
H -3.5767 -1.6985 -7.1300 0.282
H -3.2143 -1.8616 -8.8764 0.367
H -3.9972 0.7762 -7.3912 0.284
H -3.6481 0.6902 -9.1461 0.369
H -2.8751 1.9410 -8.1397 0.309
```

Its total charge is +1. For the LUMO energy, the calculation gives -0.1349 Ha.